No. 1
A 2-piece molecular cluster, C4H11NO3 overall in a non-equilibrium geometry, computed with the ωB97M-V functional and the def2-TZVPD basis.

Computed properties:
Energy relative to the best compared isomer or geometry (same formula, charge and spin)   22.4 kcal/mol
SMILES   CCC(=O)NCO.O
HOMO-LUMO gap   0.395 hartree
Lowest unoccupied orbital energy   0.64 eV
Highest occupied orbital energy   -10.12 eV
Strongest force on any atom   2.51 eV/Å

Last column: Löwdin charge in e.
Positions of all 19 atoms, in Å:
O (1.1421, 1.5141, -0.0669)  0.059
C (0.8628, 0.3296, -0.1117)  -0.485
N (0.2578, -0.1589, -1.2489)  0.082
C (-0.4174, -1.4143, -1.2528)  -0.238
O (-1.5455, -1.4585, -0.3329)  -0.085
C (1.1668, -0.5936, 1.0312)  -0.180
C (1.7413, -0.0058, 2.2963)  -0.101
H (-0.0339, 0.4852, -1.9627)  0.144
H (-0.7947, -1.7148, -2.2278)  0.123
H (0.1070, -2.2652, -0.7943)  0.122
H (-1.8992, -0.5576, -0.2722)  0.046
H (0.2425, -1.1094, 1.3333)  0.116
H (1.8327, -1.3979, 0.6699)  0.131
H (1.0169, 0.6070, 2.8373)  0.080
H (2.1107, -0.7494, 3.0063)  0.075
H (2.6315, 0.5887, 2.0601)  0.079
H (-2.8517, 2.1714, 0.2593)  0.064
H (-1.5801, 1.7701, -0.3214)  0.035
O (-2.5304, 1.5443, -0.4233)  -0.068

---

No. 2
A 4-piece molecular cluster, C4H11NO3 overall in a non-equilibrium geometry, computed with the ωB97M-V functional and the def2-TZVPD basis.

Computed properties:
Energy relative to the best compared isomer or geometry (same formula, charge and spin)   365.2 kcal/mol
HOMO-LUMO gap   0.132 hartree
Lowest unoccupied orbital energy   -5.24 eV
Highest occupied orbital energy   -8.84 eV
Strongest force on any atom   5.03 eV/Å

Last column: Löwdin charge in e.
Positions of all 19 atoms, in Å:
O (-2.6918, 0.9725, 1.4517)  -0.179
C (1.7811, 0.6372, 1.6065)  0.168
N (1.6876, 0.5597, -0.9476)  0.146
C (1.1693, 0.5340, 0.2869)  -0.508
C (-0.2376, -0.2074, 0.2721)  -0.206
C (-1.2151, 0.1048, -0.7764)  -0.243
O (-0.8686, -0.3726, -2.0580)  0.035
H (1.3130, -0.1419, 2.2180)  0.093
H (2.8308, 0.8389, 1.6499)  0.070
H (0.1204, 1.7520, 1.1201)  0.343
H (2.7400, 0.6228, -0.9694)  0.078
H (-0.0469, -1.2803, 0.1804)  0.117
H (-0.7643, 0.1264, 1.1977)  0.072
H (-1.0825, 1.2133, -0.8498)  0.174
H (-2.1930, -0.1505, -0.5894)  0.107
H (-0.3017, -1.1939, -2.0537)  0.012
H (-3.3097, 1.3694, 2.0125)  -0.085
H (0.9869, -2.7342, -2.1143)  0.033
O (0.0818, -2.6502, -1.6371)  -0.227